(1)
13
Properties=species:S:1:pos:R:3 method="wB97M-V/def2-TZVPD" energy_ev=-9731.958 orbital_gap_ev=8.5 e_lumo_ev=0.706 homo_energy_ev=-7.785
C 1.28479 -0.61919 0.62504
C 0.75453 0.37243 1.55900
C -0.71615 1.41520 0.04914
C 0.80827 -0.82750 -0.55222
C -1.34284 0.36897 -0.39816
N 0.02267 1.37946 1.22692
N 0.40280 -1.28719 -1.61154
N -2.14613 -0.50048 -0.60920
H 2.26276 -1.03619 0.76530
H 1.25057 0.49886 2.59817
H -0.77832 2.36986 -0.44291
H 0.43943 -0.65571 -2.32456
H -2.24238 -1.47851 -0.88499



(2)
13
Properties=species:S:1:pos:R:3 method="wB97M-V/def2-TZVPD" energy_ev=-9727.957 orbital_gap_ev=6.5 e_lumo_ev=-2.668 homo_energy_ev=-9.184
C -0.44309 1.65170 1.26693
C -0.02995 0.70000 0.43814
C 1.45429 0.16167 0.06035
C -0.04570 -1.23972 -0.61987
C -0.78186 -1.97105 -1.76141
H 0.29135 2.59716 1.63084
H -1.54653 1.79647 1.43078
H 2.35984 0.51635 1.01483
H 1.82926 0.86579 -0.95713
H -2.06735 -1.18642 0.85764
N 1.24378 -1.14038 -0.48902
N -0.83685 -0.19693 -0.32477
N -1.42720 -2.55464 -2.54731



(3)
13
Properties=species:S:1:pos:R:3 method="wB97M-V/def2-TZVPD" energy_ev=-9731.205 orbital_gap_ev=8.1 e_lumo_ev=-1.540 homo_energy_ev=-9.606
H -0.76053 2.84172 1.67051
N -0.54613 2.78200 0.47052
C -0.11130 1.56692 0.31359
N 0.02736 0.72544 1.48260
C 0.17925 -0.48942 1.18685
C -0.05481 -0.48145 -0.32064
C -0.15692 -1.58050 -1.23208
C 0.59910 -2.87441 -1.12140
N 0.07134 0.76823 -0.86504
H 0.10053 -1.29652 2.05147
H -0.65991 -1.42831 -2.27596
H 0.26650 -3.65501 -1.85510
H 1.45348 -3.23830 -0.16540



(4)
14
Properties=species:S:1:pos:R:3 method="wB97M-V/def2-TZVPD" energy_ev=-11778.325 orbital_gap_ev=9.6 e_lumo_ev=0.740 smiles=C#[N+][O-].c1ccnnc1 homo_energy_ev=-8.884
C -0.54925 2.98682 0.19310
N 0.08771 2.17273 0.68357
O 0.68671 1.43172 1.39450
H -1.02385 3.37867 -0.61508
C -0.40717 -1.81655 0.25323
C 0.86778 -1.64083 -0.13191
C 1.26287 -0.47669 -0.75225
N 0.40820 0.53011 -0.85103
N -0.83184 0.33227 -0.50617
C -1.30505 -0.73059 0.06484
H -0.62642 -2.73734 0.73974
H 1.47734 -2.50543 0.10627
H 2.32386 -0.28860 -0.99865
H -2.37088 -0.63630 0.41983